# 1
Density functional theory data (the ωB97M-V functional and the def2-TZVPD basis) for a cluster of 3 separate species, C5H15NO2 in total at a distorted geometry.

Output
Calculated total energy: -404.712337 Eh
Largest force on an atom: 1.9 eV/A
SMILES: C=C(N)CCC.O.O

Each line ends with the Mulliken charge.
Positions of all 23 atoms, in Å:
H 0.021 1.459 -1.890  0.403
H -2.030 -2.174 0.487  0.226
C -0.542 -0.594 -2.060  -0.699
O 0.639 -0.404 2.291  -0.690
H 0.472 1.517 3.085  0.348
C -1.147 -0.711 -0.653  0.578
H -1.863 0.304 1.112  0.608
H 1.536 2.489 2.826  0.312
H -0.121 -0.388 1.697  0.386
H -1.098 1.287 -0.290  0.149
H -1.493 -0.387 -2.568  0.283
H -0.999 -2.799 -0.706  0.179
C 1.823 0.166 -1.626  -1.011
H -0.117 -1.530 -2.415  0.419
O 0.742 2.403 3.372  -0.655
H 1.832 0.432 -0.576  0.204
H 0.540 0.657 -3.337  0.317
C 0.474 0.553 -2.251  -0.538
H 2.571 0.777 -2.139  0.372
H 1.074 -1.255 2.328  0.280
C -1.426 0.350 0.126  -1.342
H 2.033 -0.867 -1.836  0.301
N -1.284 -2.002 -0.163  -0.431

# 2
Density functional theory data (the ωB97M-V functional and the def2-TZVPD basis) for an isolated molecule of C17H16ClN3O3 at a distorted geometry.

Output
Calculated total energy: -1507.152574 Eh
Largest force on an atom: 17.3 eV/A
SMILES: O=C(N/N=C/c1cccc(Cl)c1)c1c(O)c2c([nH]c1=O)CCCC2

Each line ends with the Mulliken charge.
Positions of all 40 atoms, in Å:
C 1.087 0.330 -0.275  0.004
H 6.973 0.051 0.661  0.371
H -5.509 -2.810 -0.051  0.033
C -6.799 0.701 -0.110  0.107
O 0.586 -1.963 -0.383  -0.671
C 3.553 -0.382 -0.126  0.146
C -7.714 -0.365 -0.033  -0.406
N -1.186 -0.251 -0.153  0.207
C 5.127 -1.023 -0.301  -1.049
C 4.501 1.790 -0.269  -0.869
H -3.101 -2.256 0.018  0.245
H 4.916 1.770 -1.448  0.194
H 3.045 -2.383 -0.212  0.362
N 2.704 -1.309 -0.166  -0.115
H 5.554 -0.586 -1.454  0.273
H 0.556 2.706 -0.155  0.454
H 5.262 -1.885 0.141  0.575
H -4.793 1.277 0.064  0.267
C -4.961 -0.907 0.042  0.411
N -2.601 -0.112 -0.119  -0.724
H -1.028 -1.365 -0.035  0.350
H 6.421 2.120 0.605  0.211
O -0.696 1.847 -0.105  -0.837
C -0.273 0.646 -0.179  0.561
O 1.661 2.547 -0.267  -0.664
C -3.452 -1.228 -0.199  -0.670
H 4.095 2.947 -0.236  0.280
C 5.416 1.442 0.856  -0.694
H 5.579 -0.501 1.752  0.152
C -5.850 -1.698 0.059  0.644
H -8.703 -0.125 0.127  0.475
H 5.057 1.635 1.689  0.608
C 1.286 -1.115 -0.015  0.413
C 3.294 0.840 -0.395  0.692
C 1.940 1.264 -0.148  0.269
Cl -7.415 2.276 -0.132  -0.198
C 5.897 0.143 0.739  -0.568
H -7.813 -2.698 0.001  0.236
C -5.502 0.355 0.143  -0.082
C -7.116 -1.725 0.067  -0.993

# 3
Density functional theory data (the ωB97M-V functional and the def2-TZVPD basis) for an isolated molecule of C4H8O2.

Output
Calculated total energy: -307.673585 Eh
Largest force on an atom: 0.4 eV/A
SMILES: C[C@@H](O)CC=O

Each line ends with the Mulliken charge.
Positions of all 14 atoms, in Å:
H 1.470 -2.120 -0.036  0.366
H 0.596 -0.152 -1.327  0.250
H 0.833 -1.408 1.460  0.337
H 0.705 1.566 0.473  0.365
C 0.194 -0.383 -0.325  0.342
H 2.157 -0.608 0.581  0.341
H -1.488 1.344 -1.395  0.344
C 1.227 -1.176 0.465  -1.313
H -0.542 0.709 1.379  0.299
C -0.175 0.918 0.368  -0.599
C -1.252 1.687 -0.366  -0.033
O -1.029 -1.096 -0.450  -0.535
H -0.862 -1.904 -0.951  0.321
O -1.835 2.623 0.123  -0.485

# 4
Density functional theory data (the ωB97M-V functional and the def2-TZVPD basis) for a cluster of 6 separate species, C12H36O10 in total at a distorted geometry.

Output
Calculated total energy: -1231.100168 Eh
Largest force on an atom: 2.2 eV/A
SMILES: OCCO.OCCO.OCCO.OCCO.CCO.CCO

Each line ends with the Mulliken charge.
Positions of all 58 atoms, in Å:
O 1.528 0.316 -3.434  -0.557
H -0.812 -0.888 -4.700  0.007
O 2.620 1.446 -0.784  -0.460
H -0.227 0.384 3.744  -0.103
H 1.169 2.952 -2.809  0.010
C -1.604 -0.633 -5.410  -0.754
H 1.593 1.975 3.884  0.276
C 0.332 -1.460 0.197  0.216
H -2.221 -2.331 4.848  0.396
H -1.415 0.289 -5.952  0.380
H -2.758 -1.595 -6.950  0.299
O 0.911 3.714 -0.066  -0.547
H -0.593 -4.429 3.348  0.238
H 1.524 1.202 -5.306  0.402
C 1.745 1.471 -4.258  -0.334
O -2.072 -2.949 -5.530  -0.515
H 1.801 1.427 -1.291  0.118
C -1.404 -2.667 4.192  -0.245
H 0.058 2.800 3.610  0.270
H 3.160 1.628 1.180  0.378
H 1.370 -0.425 -4.024  0.297
H 1.120 3.507 -4.472  0.400
O 0.944 3.001 5.505  -0.565
O -1.678 -2.085 2.908  -0.636
H -1.690 -1.259 -0.303  0.222
H -2.276 -4.563 3.809  0.306
C 0.916 2.651 -3.830  -0.665
H 1.396 1.472 0.860  -0.012
H 2.137 3.745 1.606  0.361
C 2.159 3.397 0.564  -0.472
C -0.737 -1.174 -0.835  -0.176
H 0.331 0.297 5.354  0.327
C 0.648 2.245 4.354  -0.489
H 1.023 4.535 -0.551  0.287
H -2.226 -3.688 -6.123  0.290
H -0.140 2.387 -3.854  0.220
O -0.894 -4.602 5.410  -0.519
H -2.444 -0.503 -4.720  0.314
H -1.213 -5.493 5.573  0.318
H -0.536 -2.456 1.588  0.422
C -0.142 1.001 4.655  0.191
H 0.110 3.262 5.909  0.335
C -1.311 -4.165 4.139  -0.412
H 1.335 -1.484 -0.245  0.277
H -0.533 -2.179 4.645  0.200
H -1.013 -1.928 -7.004  0.289
O -1.405 1.397 5.201  -0.542
O -0.636 0.197 -1.240  -0.467
H 0.365 -0.604 0.886  -0.252
O 0.117 -2.668 0.904  -0.567
H -2.110 -1.233 3.003  0.266
H 2.819 1.664 -4.375  0.313
C 2.342 1.916 0.522  -0.093
H 2.982 3.906 0.055  0.322
H -0.712 -1.832 -1.701  0.217
H -0.134 0.224 -2.062  0.211
C -1.870 -1.776 -6.338  -0.299
H -1.747 0.661 5.714  0.305

# 5
Density functional theory data (the ωB97M-V functional and the def2-TZVPD basis) for a cluster of 2 separate species, C5H6O in total at a distorted geometry.

Output
Calculated total energy: -269.284820 Eh
Largest force on an atom: 1.3 eV/A

Each line ends with the Mulliken charge.
Positions of all 12 atoms, in Å:
C 2.463 -1.421 0.631  0.128
H -1.182 -2.067 1.198  0.246
C 0.055 0.443 -0.571  -0.101
H -0.626 1.170 -2.472  0.282
C -0.799 -1.065 1.385  -0.680
O 2.706 -1.774 1.682  -0.154
C -0.424 -0.286 0.403  0.238
H -0.733 -0.748 2.423  0.257
H -0.184 2.439 -1.332  0.283
H 1.109 0.283 -0.799  0.263
C -0.668 1.458 -1.415  -1.086
H -1.718 1.569 -1.132  0.326

# 6
Density functional theory data (the ωB97M-V functional and the def2-TZVPD basis) for a cluster of 5 separate species, C14H28O14S3 in total at a distorted geometry.

Output
Charge: +1
Calculated total energy: -2797.608755 Eh
2S+1: 2
Largest force on an atom: 4.1 eV/A
Expectation value of S²: 0.7544

Each line ends with the Mulliken charge.
Positions of all 59 atoms, in Å:
H -0.208 -4.756 0.556  0.271
H 0.221 2.007 -5.116  0.378
H -0.223 -0.147 -2.354  0.015
O 2.892 1.733 3.157  -0.493
H 2.250 -0.472 -2.193  0.319
H -3.615 1.702 -6.665  0.334
C -2.521 3.502 -5.835  -0.240
H -3.054 0.898 1.902  0.332
H 1.789 -3.304 1.563  -0.033
C 1.189 -3.964 2.190  0.045
O 1.746 0.164 4.688  -0.495
H 2.013 -1.682 0.506  -0.135
S 2.778 1.164 4.482  1.104
C 0.373 -5.055 1.429  -0.267
O 0.343 -1.102 -0.586  -0.410
C 4.384 0.526 6.354  -0.255
C 0.326 0.117 -1.450  -0.015
H -1.577 0.463 -6.459  0.328
C -2.714 2.305 -6.779  -0.559
C -0.856 1.873 -5.209  0.090
H -2.393 4.389 -6.456  0.343
O -0.529 -5.306 2.472  -0.389
O -1.408 -3.910 4.509  -0.526
H 0.898 -6.009 1.366  0.265
C -2.618 0.655 0.933  -0.055
H 4.390 2.457 7.218  0.232
H 1.782 1.131 0.441  0.152
O -3.738 -0.335 -1.076  -0.389
H -0.667 1.815 -7.395  0.331
O 2.887 2.263 5.784  -0.358
O -2.238 -3.353 2.244  -0.487
O 4.232 0.508 4.928  -0.336
H -0.186 0.995 -1.055  0.094
H -1.535 0.755 0.866  0.032
C -3.116 -0.673 0.199  -0.079
C 2.166 0.281 -0.125  -0.469
H 2.185 1.188 -2.151  0.359
O -2.615 1.534 -2.624  -0.402
S -3.517 1.328 -1.478  0.972
H 5.459 0.625 6.502  0.324
C 1.816 0.327 -1.593  -0.600
C -1.365 1.521 -6.612  -0.567
H 3.934 -0.297 6.909  0.230
C 3.657 1.736 6.854  -0.234
H 1.837 -4.400 2.951  0.292
O -1.431 3.188 -4.938  -0.074
O 0.267 -3.120 2.805  -0.156
O -4.875 1.859 -1.702  -0.569
H -2.288 -1.355 0.004  0.151
C 1.346 -0.831 0.367  -0.154
H 2.993 1.594 7.707  0.286
H 0.919 -0.667 1.357  0.375
H -1.100 1.044 -4.544  0.024
H -2.733 2.699 -7.795  0.320
H 3.230 0.233 0.107  0.418
H -3.355 3.554 -5.136  0.303
H -3.777 -1.199 0.888  0.370
O -2.878 1.680 -0.011  -0.379
S -1.173 -3.876 3.097  1.042

# 7
Density functional theory data (the ωB97M-V functional and the def2-TZVPD basis) for a structure of composition C30H57F9N3O18S4V at a distorted geometry.

Output
Charge: -4
Calculated total energy: -6130.791020 Eh
Largest force on an atom: 7.7 eV/A

Each line ends with the Mulliken charge.
Positions of all 122 atoms, in Å:
H 5.213 -3.828 1.546  0.512
H -0.582 -1.339 1.965  -0.141
H -2.432 3.838 -0.745  0.420
O -2.920 -2.821 -3.696  -0.593
F -6.601 1.982 0.361  -0.228
H -0.273 3.202 -2.961  -0.079
H 3.123 -4.540 -0.124  0.480
C -0.666 -1.861 5.091  2.878
C 5.105 -0.847 1.127  -2.504
H 0.564 -1.056 6.639  0.418
H 6.530 -0.536 -1.065  0.393
H -0.136 6.478 -2.731  0.427
H 3.180 -3.798 1.412  0.313
H 3.501 2.416 -1.468  0.503
H 7.434 -2.151 -1.123  0.275
C -5.316 2.117 0.086  0.390
C 2.781 -1.176 0.630  1.337
V -1.338 0.487 -1.390  0.924
O -0.306 2.810 -2.085  1.213
C 0.181 -3.077 4.667  -2.152
O -1.984 -1.552 -1.799  -0.300
H 1.029 -3.265 5.325  0.485
C 2.125 -2.446 -1.633  -1.605
C -2.838 -2.220 3.652  2.102
H -4.663 -1.476 4.564  0.519
C 3.755 -0.905 1.776  -1.101
H 3.544 4.977 -1.023  0.505
H 2.908 4.216 0.240  0.428
C -0.953 1.738 -5.817  0.397
H -1.053 -0.348 6.584  0.429
C 2.414 2.356 -1.501  -2.829
H -3.192 -3.175 6.469  0.280
C -1.014 -0.676 2.714  0.646
H 0.364 5.501 0.919  0.409
H -0.704 0.288 4.586  0.398
C -2.516 -0.906 2.880  -1.604
H 2.675 -0.267 0.037  -0.553
H 5.735 -0.920 2.013  0.631
N -2.090 -2.271 4.980  0.174
C 2.549 4.727 -0.653  -1.738
O -5.850 -2.274 -3.067  -0.596
O 0.261 -0.031 -1.367  0.251
H -4.753 -3.205 4.259  0.358
O -4.729 -0.927 -4.592  -0.587
O -3.448 1.103 -1.651  -0.686
H 3.847 -1.760 2.446  0.146
C 6.047 -3.264 1.127  -3.403
F -0.077 1.009 -6.447  -0.264
N 0.336 3.764 -1.327  -0.889
H -2.834 -0.980 1.840  0.398
H 1.071 -2.277 -1.413  0.047
S -2.706 -2.711 -2.213  1.212
C 1.895 6.092 -0.377  -0.992
H 2.418 -1.765 -2.432  0.543
H 1.583 5.352 -3.276  0.315
F -5.049 3.295 -0.284  -0.232
H 6.632 -4.036 0.627  0.523
H 0.649 -0.612 3.918  0.306
O -3.915 -2.832 -1.404  -0.686
H 0.589 -3.092 3.657  0.272
H -1.348 -3.550 2.713  0.254
C -0.467 5.047 -1.089  2.036
O 4.911 -3.134 -1.829  -0.424
H 7.441 -0.991 0.279  0.538
C 2.009 4.376 -3.043  -2.032
H -1.269 5.087 -3.202  0.086
C 0.369 5.923 -0.086  -1.433
O -2.490 -3.400 5.854  -0.531
S -2.126 0.633 -4.825  1.364
C 6.866 -1.429 -0.537  -2.959
C -2.431 -3.427 2.699  -1.771
O -5.369 -0.232 -1.033  -0.688
C 3.102 -2.405 -0.290  2.016
C -0.498 -1.286 6.557  -2.094
H -0.356 -3.997 4.897  0.390
H 5.357 -3.802 -1.303  0.339
H 2.460 6.656 0.366  0.507
C -0.900 5.762 -2.429  -1.751
F -4.447 1.794 0.953  -0.142
H 6.321 -2.781 2.065  0.433
H 3.071 4.613 -3.099  0.477
C -0.416 -0.666 4.144  -2.287
C -4.366 -2.263 3.871  -2.084
H 2.112 1.774 -2.373  0.293
H 1.928 6.821 -1.186  0.320
H -0.094 6.909 -0.136  0.507
H 1.991 -3.368 -2.199  0.367
H -0.837 0.287 2.233  0.440
H -4.959 -1.977 3.002  0.382
O -1.700 0.267 0.104  -0.354
H -1.730 6.422 -2.175  0.563
H -2.400 5.425 -0.135  0.440
H -1.473 4.084 0.619  0.412
H 1.873 -1.444 1.170  -0.426
C 5.607 -2.097 0.224  4.986
O -1.595 0.636 -3.419  -0.353
H 2.126 1.725 -0.660  0.319
N 4.600 -2.364 -0.798  -0.513
H -2.805 -4.293 3.244  0.377
S -4.920 1.078 -1.467  0.903
O -6.988 -0.909 -4.772  -0.699
H 3.582 -0.047 2.426  0.519
O -2.170 -0.716 -5.465  -0.606
H -2.906 0.024 3.293  0.407
C -1.748 4.571 -0.317  -2.221
H -0.775 -1.991 7.340  0.376
C -1.551 -4.223 -1.942  0.330
C 1.795 3.823 -1.591  3.137
F -0.334 2.484 -4.915  -0.350
F -0.877 -4.171 -0.800  -0.142
O -5.626 1.626 -2.570  -0.648
F -2.188 -5.339 -2.302  -0.266
C 2.709 -3.700 0.434  -2.045
H 5.328 0.104 0.643  0.581
H -2.870 -3.346 1.705  0.455
O -5.548 -2.772 -5.504  -0.671
F -0.640 -4.123 -2.826  -0.243
H 1.678 -3.831 0.763  0.247
O -3.483 1.282 -4.795  -0.677
S -5.888 -1.807 -4.465  1.094
H 1.757 3.616 -3.782  0.279
F -1.509 2.510 -6.713  -0.258

# 8
Density functional theory data (the ωB97M-V functional and the def2-TZVPD basis) for an isolated molecule of C3H5N3S at a distorted geometry.

Output
Calculated total energy: -679.778960 Eh
Largest force on an atom: 2.1 eV/A
SMILES: [H]/N=C1/NCC(=S)N1

Each line ends with the Mulliken charge.
Positions of all 12 atoms, in Å:
N 0.742 0.901 -0.319  -0.305
H 2.102 -1.948 0.130  0.200
C -0.646 1.223 0.057  -0.233
H -0.753 1.591 1.080  0.217
C -1.329 -0.136 -0.027  0.054
N 2.131 -0.932 -0.126  -0.696
C 0.949 -0.437 -0.146  0.336
H 1.520 1.456 0.068  0.302
S -2.888 -0.515 -0.154  -0.329
H -1.152 1.918 -0.638  0.283
N -0.279 -1.051 0.015  -0.061
H -0.397 -2.072 0.060  0.230